Formula: C2H2O3S
Source: the OMol25 dataset
Level of theory: ωB97M-V/def2-TZVPD

Spin multiplicity: 1
ΔE to the lowest compared entry with this formula, charge and spin (kcal/mol): 116.4
Charge: 0
HOMO (eV): -10.53
Gap between HOMO and LUMO (eV): 9.289

Each line ends with the Mulliken charge.
Cartesian coordinates (Å):
C1 -0.91 0.14 -0.59  -0.0652
C2 -0.14 1.30 0.00  -0.1356
O1 1.17 -1.40 -1.00  -0.4086
O2 0.14 -2.05 1.10  -0.3955
O3 -0.93 0.40 0.70  -0.1271
S1 0.06 -2.03 -0.32  0.7209
H1 0.94 1.22 0.22  0.1981
H2 -0.35 2.41 -0.12  0.2130

***

Formula: C16H41F3HfO21S3
Source: the OMol25 dataset
Level of theory: ωB97M-V/def2-TZVPD

Spin multiplicity: 1
Charge: +2
HOMO (eV): -14.47
Gap between HOMO and LUMO (eV): 2.819

Each line ends with the Mulliken charge.
Cartesian coordinates (Å):
Hf1 -3.71 -3.63 1.36  1.6286
C1 -5.68 -0.38 4.48  0.5980
F1 -6.70 0.55 4.85  -0.1754
F2 -4.57 0.30 4.38  -0.2044
F3 -5.54 -1.36 5.44  -0.1981
S1 -6.09 -1.20 2.76  0.9817
O1 -7.54 -1.66 2.76  -0.5187
O2 -5.92 -0.09 1.80  -0.5318
O3 -5.07 -2.28 2.57  -0.4537
C2 -0.52 -0.51 0.01  -0.2026
C3 -1.56 -0.44 1.20  1.3595
C4 -2.31 0.90 1.15  -0.5026
O4 -2.33 -1.61 1.32  0.2372
H1 -1.05 -0.33 -0.92  0.1181
H2 0.05 -1.44 0.00  0.1212
H3 0.27 0.24 -0.01  -0.3832
H4 -0.88 -0.35 2.05  -0.4780
H5 -1.66 1.76 1.04  -0.0979
H6 -2.92 1.03 2.05  0.1480
H7 -2.95 0.96 0.26  0.1576
O5 2.22 -0.05 3.90  -0.5980
S2 2.53 -1.01 2.86  1.1530
O6 1.83 -2.33 2.79  -0.5938
O7 2.41 -0.30 1.36  -0.0736
C5 2.89 1.00 1.09  -0.7356
C6 3.05 0.99 -0.42  -0.7193
C7 4.46 -1.27 2.80  -0.9138
H8 3.82 1.18 1.64  0.5972
H9 2.32 1.83 1.52  0.1392
H10 2.17 0.57 -0.91  -0.2297
H11 3.95 0.41 -0.61  0.4436
H12 3.39 1.95 -0.82  0.5999
H13 4.76 -2.01 3.53  0.4393
H14 4.88 -0.27 2.96  0.3762
H15 4.73 -1.78 1.87  0.2084
O8 0.24 -1.24 -3.71  -0.6273
S3 -0.18 0.10 -4.02  0.9703
O9 -1.37 0.61 -3.29  -0.6258
O10 1.03 1.29 -3.83  -0.1722
C8 2.41 1.01 -4.14  -0.0927
C9 2.99 2.03 -5.10  -1.2469
C10 -0.50 0.15 -5.85  -1.1187
H16 2.59 -0.02 -4.45  0.4566
H17 3.05 1.01 -3.26  0.1189
H18 3.94 1.73 -5.53  0.3612
H19 3.01 2.93 -4.48  0.3285
H20 2.30 2.24 -5.92  0.3044
H21 -1.36 -0.52 -5.90  0.4205
H22 0.38 -0.23 -6.37  0.3897
H23 -0.49 1.18 -6.23  0.3793
O11 -1.71 -2.97 -2.72  -0.6258
H24 -2.26 -2.24 -2.45  0.3140
H25 -0.99 -2.57 -3.20  0.4082
O12 -4.19 0.01 -2.19  -0.5877
H26 -4.65 0.67 -1.66  0.2949
H27 -3.53 0.51 -2.67  0.3438
O13 -2.85 -3.56 3.58  -0.3787
H28 -3.06 -4.05 4.38  0.3123
H29 -2.25 -2.88 3.88  0.3231
O14 -0.42 -1.46 4.63  -0.5951
H30 -0.10 -1.28 3.75  0.2406
H31 0.24 -1.09 5.21  0.3242
O15 -1.95 1.39 4.83  -0.5743
H32 -2.04 0.44 4.94  0.3096
H33 -2.75 1.66 4.38  0.3135
C11 2.02 -3.52 -1.49  0.0237
C12 2.93 -2.36 -1.64  0.7557
O16 3.74 -2.50 -0.57  -0.3222
C13 3.77 -3.70 -0.10  0.7062
O17 4.68 -4.08 0.66  -0.6091
O18 2.81 -4.39 -0.73  -0.3925
H34 1.65 -4.03 -2.38  0.3141
H35 1.08 -3.25 -1.00  -0.0604
H36 2.33 -1.46 -1.51  -0.5686
H37 3.52 -2.20 -2.54  0.1980
C14 -0.15 4.22 0.35  0.0185
C15 0.30 4.10 -1.11  0.1080
O19 0.55 5.41 -1.41  -0.3836
C16 0.91 6.14 -0.23  0.5523
O20 1.37 7.25 -0.22  -0.4827
O21 0.60 5.37 0.84  -0.3612
H38 0.06 3.31 0.93  0.0067
H39 -1.24 4.32 0.40  0.2835
H40 -0.46 3.62 -1.72  0.2670
H41 1.22 3.52 -1.21  -0.0181

***

Formula: C9H14BrNO4
Source: the OMol25 dataset
Level of theory: ωB97M-V/def2-TZVPD

Spin multiplicity: 3
ΔE to the lowest compared entry with this formula, charge and spin (kcal/mol): 3.5
Charge: 0
HOMO (alpha / beta) (eV): -7.19 / -10.10
Gap between HOMO and LUMO (alpha / beta) (eV): 7.839 / 6.853

Each line ends with the Löwdin spin population.
Cartesian coordinates (Å):
C1 -0.29 1.89 0.73  0.0004
C2 -0.84 1.78 -0.70  0.0006
C3 -1.72 0.08 1.48  0.0027
C4 -0.26 0.50 1.13  -0.0004
C5 -1.18 0.31 -0.92  0.0027
C6 -2.29 -0.16 0.08  0.0031
C7 0.03 -0.31 -0.18  -0.0004
C8 1.03 -2.47 0.74  0.0011
C9 1.74 -0.34 -1.94  0.0000
N1 -2.63 -1.62 -0.18  0.4833
O1 -2.89 -2.29 0.78  0.7155
O2 -2.72 -1.95 -1.31  0.7106
O3 0.04 -1.78 -0.11  0.0098
O4 1.23 0.15 -0.63  -0.0003
Br1 -4.09 0.51 -0.10  0.0687
H1 0.73 2.52 0.82  0.0000
H2 -1.04 2.47 1.33  0.0001
H3 -1.75 2.36 -0.90  -0.0001
H4 0.04 2.19 -1.43  0.0001
H5 -1.73 -0.87 2.15  0.0011
H6 -2.29 0.92 1.90  0.0003
H7 0.48 0.24 2.04  0.0000
H8 -1.36 0.14 -2.01  0.0009
H9 1.88 -1.95 0.64  0.0001
H10 1.18 -3.45 0.24  0.0001
H11 0.89 -2.52 1.83  0.0001
H12 2.87 -0.38 -1.98  0.0000
H13 1.50 0.40 -2.79  0.0000
H14 1.41 -1.34 -2.38  0.0000

***

Formula: C25H29BiBrN8O11S
Source: the OMol25 dataset
Level of theory: ωB97M-V/def2-TZVPD

Spin multiplicity: 1
ΔE to the lowest compared entry with this formula, charge and spin (kcal/mol): 24.2
Charge: +1
HOMO (eV): -10.69
Gap between HOMO and LUMO (eV): 5.836

Each line ends with the Mulliken charge.
Cartesian coordinates (Å):
Bi1 -0.63 -0.68 -0.38  1.3180
C1 1.46 -1.47 3.92  -1.7643
C2 0.82 -0.95 2.70  0.2514
N1 0.49 -1.72 1.67  1.5746
N2 1.06 -2.94 1.75  -1.3670
C3 1.17 -3.64 0.61  0.5071
N3 1.48 -4.93 0.74  -0.3677
S1 0.81 -2.98 -0.94  -0.5613
C4 0.33 0.47 2.60  0.8995
C5 0.84 1.47 3.49  -1.1867
C6 0.41 2.80 3.32  -0.7015
C7 -0.49 3.13 2.31  -1.2049
C8 -0.95 2.09 1.54  0.0861
N4 -0.62 0.80 1.71  0.2139
H1 1.17 -2.49 4.14  0.3930
H2 1.49 -0.77 4.80  0.4132
H3 2.56 -1.64 3.73  0.3690
H4 1.49 -5.30 1.71  0.2560
H5 1.61 -5.48 -0.10  0.2333
H6 1.67 1.19 4.18  0.2715
H7 0.89 3.54 3.94  0.4240
H8 -0.91 4.11 2.22  0.5845
H9 -1.59 2.27 0.72  0.4964
C9 -4.95 -0.89 -0.53  -0.8292
O1 -3.75 -0.18 -0.85  -0.0259
C10 -4.07 1.13 -1.34  -0.7856
C11 -2.98 1.71 -2.23  -0.7190
O2 -1.88 2.17 -1.41  -0.0259
C12 -1.11 3.06 -2.24  -1.1299
C13 0.21 3.61 -1.64  -0.2432
O3 -0.11 4.42 -0.55  -0.3992
C14 1.14 4.92 -0.10  -0.6746
H10 -5.68 -0.13 -0.15  0.4443
H11 -5.46 -1.40 -1.41  0.2623
H12 -4.72 -1.62 0.29  0.1348
H13 -5.09 1.13 -1.84  0.5518
H14 -4.21 1.76 -0.45  0.3520
H15 -2.55 1.06 -3.03  0.2783
H16 -3.40 2.54 -2.78  0.4568
H17 -0.72 2.50 -3.10  0.3197
H18 -1.65 3.84 -2.67  0.6401
H19 0.82 2.71 -1.39  -0.0881
H20 0.83 4.07 -2.41  0.6776
H21 1.80 5.38 -0.91  0.3114
H22 0.94 5.71 0.66  0.2752
H23 1.76 4.07 0.24  0.2181
O4 -1.86 -6.09 2.81  -0.5565
C15 -2.18 -4.92 2.26  0.9163
C16 -2.17 -3.77 2.98  -0.6957
C17 -2.45 -2.61 2.27  -0.7074
N5 -2.51 -2.56 0.95  0.0245
C18 -2.47 -3.70 0.27  0.2831
Br1 -2.49 -3.73 -1.58  0.0085
C19 -2.46 -4.90 0.87  -0.8581
H24 -1.95 -6.01 3.83  0.3485
H25 -2.01 -3.71 4.06  0.3700
H26 -2.70 -1.68 2.80  0.4380
H27 -2.69 -5.82 0.32  0.4781
O5 6.63 1.11 -3.22  -0.5658
N6 5.60 0.73 -3.89  0.9334
O6 5.63 0.50 -5.10  -0.5585
C20 4.37 0.65 -3.16  -0.7881
C21 3.09 0.39 -3.78  -0.4946
C22 1.98 0.23 -2.99  -0.7410
C23 2.06 0.50 -1.57  0.7337
O7 1.05 0.58 -0.72  0.8070
C24 3.35 0.77 -1.02  -0.4610
C25 4.48 0.96 -1.82  0.3429
N7 3.49 1.14 0.33  0.8772
O8 2.95 0.46 1.26  -0.4508
O9 4.29 2.06 0.60  -0.5986
N8 0.71 -0.10 -3.53  0.7154
O10 0.55 -0.33 -4.74  -0.5564
O11 -0.40 -0.38 -2.79  -0.4998
H28 3.01 0.23 -4.86  0.6029
H29 5.36 1.54 -1.40  0.5129

***

Formula: C12H21BrNOPtSb
Source: the OMol25 dataset
Level of theory: ωB97M-V/def2-TZVPD

Spin multiplicity: 1
ΔE to the lowest compared entry with this formula, charge and spin (kcal/mol): 0.0
Charge: +2
HOMO (eV): -16.36
Gap between HOMO and LUMO (eV): 7.869

Each line ends with the Mulliken charge.
Cartesian coordinates (Å):
Pt1 0.17 0.78 -1.35  1.0877
O1 0.05 -4.17 -5.06  -0.4568
C1 -0.03 -3.15 -4.23  0.9464
C2 -1.22 -2.75 -3.60  -0.5386
C3 -1.18 -1.67 -2.76  -0.4337
N1 -0.05 -0.99 -2.49  -0.7710
C4 1.07 -1.40 -3.11  0.4221
Br1 2.58 -0.37 -2.63  -0.1441
C5 1.16 -2.45 -3.97  -0.5084
H1 -0.79 -4.61 -5.21  0.3359
H2 -2.15 -3.26 -3.78  0.3588
H3 -2.08 -1.33 -2.26  0.4872
H4 2.08 -2.75 -4.44  0.4921
C6 -0.87 2.21 -1.64  -0.4811
H5 -0.33 2.99 -2.20  0.3667
H6 -1.94 2.29 -1.46  0.3514
C7 1.31 -1.69 2.32  -1.1692
C8 0.10 -0.76 2.43  -0.6507
Sb1 0.21 1.00 1.24  0.1996
C9 -1.43 2.17 1.88  -0.7517
C10 -2.77 1.51 1.56  -1.0881
C11 1.93 2.09 1.88  -0.6740
C12 1.86 2.36 3.38  -1.1070
H7 1.20 -2.50 3.04  0.3767
H8 2.24 -1.17 2.55  0.3319
H9 1.39 -2.13 1.33  0.3202
H10 -0.01 -0.31 3.41  0.4418
H11 -0.83 -1.26 2.16  0.4566
H12 -1.32 3.14 1.40  0.4735
H13 -1.29 2.30 2.96  0.4745
H14 -2.92 1.40 0.49  0.2079
H15 -3.59 2.13 1.94  0.3836
H16 -2.87 0.54 2.04  0.3300
H17 1.93 3.00 1.29  0.4597
H18 2.80 1.50 1.60  0.4407
H19 0.99 2.94 3.66  0.3269
H20 2.74 2.93 3.68  0.3901
H21 1.87 1.44 3.97  0.3123